# 1
ORCA calculation (ωB97M-V/def2-TZVPD) on C9H10N2NiO4S as an isolated structure at a distorted geometry.

The energy is -2665.148316 hartree. For the relative energy (zero: lowest compared OMol25 entry of this formula, charge and spin), the calculation gives 17.4 kcal/mol. Its total charge is +2. The calculation puts the orbital gap (alpha / beta) at 8.058 / 4.125 eV. As for the expectation value of S²: 2.0169. Its max |F| is 0.195 hartree/bohr. As for the spin multiplicity: 3. The LUMO energy (alpha / beta) is -0.2982 / -0.4424 Eh. As for the HOMO energy (alpha / beta): -0.5943 / -0.5940 Ha.

CARTESIAN COORDINATES (ANGSTROEM)
C (-0.84, -0.52, 3.43)
O (-2.65, 0.66, -1.29)
H (0.95, -2.36, -3.88)
N (-1.12, -0.85, 2.04)
H (-2.05, -0.83, 1.64)
C (1.60, 1.01, -1.14)
H (2.01, -0.97, 1.77)
O (0.02, 2.86, -2.89)
C (0.03, -0.49, -4.24)
S (0.05, -1.13, -0.40)
C (0.03, 2.32, 1.29)
C (0.03, -1.79, -3.99)
C (0.71, -0.56, 3.47)
H (-0.89, -2.35, -3.87)
O (0.06, 2.90, 2.29)
H (-1.28, -1.25, 4.13)
H (-0.88, 0.09, -4.38)
C (-1.53, 0.97, -1.11)
C (0.02, 2.41, -1.80)
Ni (0.03, 1.40, -0.35)
H (1.13, 0.43, 3.71)
O (2.71, 0.72, -1.34)
H (-1.22, 0.49, 3.68)
N (1.07, -0.95, 2.11)
H (0.93, 0.09, -4.38)
H (1.08, -1.29, 4.22)
C (-0.01, -1.00, 1.29)

# 2
ORCA calculation (ωB97M-V/def2-TZVPD) on C9H10N2O2 as an isolated structure at a distorted geometry.

The energy is -608.850461 hartree. For the relative energy (zero: lowest compared OMol25 entry of this formula, charge and spin), the calculation gives 70.4 kcal/mol. Its total charge is 0. The calculation puts the orbital gap at 8.452 eV. Its max |F| is 0.105 hartree/bohr. The LUMO energy is 0.0133 Eh. As for the HOMO energy: -0.2974 Ha.

CARTESIAN COORDINATES (ANGSTROEM)
H (-4.02, 1.72, 0.52)
C (3.74, 0.02, -0.49)
H (-4.40, -0.49, -0.08)
H (3.39, -0.31, -1.44)
H (0.01, -1.95, 1.33)
N (2.54, -0.20, 0.41)
H (-2.75, -2.09, -0.45)
C (-3.10, 1.20, 0.26)
H (4.42, -0.67, -0.13)
C (0.57, 1.15, 0.20)
C (-2.37, -1.03, -0.41)
N (1.39, 0.12, -0.21)
O (1.06, 2.19, 0.48)
C (-1.82, 1.73, 0.15)
C (-1.07, -0.54, -0.29)
C (-3.34, -0.16, -0.03)
O (0.52, -2.27, 0.59)
H (4.04, 1.06, -0.49)
H (-1.58, 2.65, 0.53)
C (0.27, -1.36, -0.42)
H (0.67, -1.80, -1.34)
H (2.60, 0.25, 1.29)
C (-0.80, 0.79, 0.01)

# 3
ORCA calculation (ωB97M-V/def2-TZVPD) on a single C9H10N2OS molecule at a distorted geometry.

The energy is -931.784130 hartree. For the relative energy (zero: lowest compared OMol25 entry of this formula, charge and spin), the calculation gives 71.8 kcal/mol. Its total charge is 0. The calculation puts the orbital gap at 9.372 eV. Its max |F| is 0.094 hartree/bohr. The LUMO energy is 0.0138 Eh. As for the HOMO energy: -0.3306 Ha.

CARTESIAN COORDINATES (ANGSTROEM)
C (-1.07, -0.21, 0.63)
H (3.19, 1.46, -0.50)
C (-2.79, 1.41, 0.27)
H (-2.89, -1.04, -0.20)
H (1.71, -2.30, 0.62)
H (1.44, 3.17, -1.32)
C (0.31, -0.55, 0.70)
H (2.23, 0.41, -1.15)
S (1.88, 0.39, 1.23)
H (-2.08, -2.89, -1.14)
C (2.16, 1.19, -0.45)
N (-3.77, 1.73, -0.23)
H (0.12, 2.01, -0.90)
H (0.13, -3.86, -0.39)
C (-1.85, -1.18, -0.01)
H (-1.20, 1.77, 1.22)
C (1.16, 2.30, -0.65)
C (-0.13, -2.81, -0.22)
C (-1.39, -2.35, -0.53)
O (2.96, -0.56, 1.43)
N (-1.73, 0.94, 0.89)
C (0.67, -1.89, 0.34)
H (0.95, 2.84, 0.38)

# 4
ORCA calculation (ωB97M-V/def2-TZVPD) on C9H10N2OsS as an isolated structure at a distorted geometry.

The energy is -946.993346 hartree. For the relative energy (zero: lowest compared OMol25 entry of this formula, charge and spin), the calculation gives 23.5 kcal/mol. Its total charge is 0. The calculation puts the orbital gap (alpha / beta) at 6.222 / 6.030 eV. As for the expectation value of S²: 6.0277. Its max |F| is 0.208 hartree/bohr. As for the spin multiplicity: 5. The LUMO energy (alpha / beta) is 0.0135 / -0.0860 Eh. As for the HOMO energy (alpha / beta): -0.2151 / -0.3076 Ha.

CARTESIAN COORDINATES (ANGSTROEM)
H (0.50, 1.49, -2.80)
H (-0.07, -2.58, 3.27)
C (-0.15, -1.50, -1.37)
C (1.61, 0.00, -1.55)
C (-0.36, -1.94, 2.42)
H (-1.29, -2.26, 1.94)
H (2.24, -0.17, 1.43)
C (1.24, 0.07, 1.82)
C (-0.61, -0.34, -2.10)
H (-2.58, -0.01, 1.07)
N (-1.88, 5.19, -0.09)
C (-1.46, 4.07, -0.08)
C (1.21, -1.26, -0.99)
H (-0.74, -2.38, -1.11)
N (-1.66, 0.03, 0.62)
H (-1.59, -0.22, -2.56)
C (0.49, 0.56, -2.22)
S (-0.75, 2.54, -0.02)
H (1.85, -1.94, -0.43)
Os (-0.13, 0.13, -0.08)
H (2.61, 0.44, -1.50)
H (1.22, 0.99, 2.43)
C (0.30, -0.91, 1.91)

# 5
ORCA calculation (ωB97M-V/def2-TZVPD) on a single C9H10N2S molecule at a distorted geometry.

The energy is -856.576369 hartree. For the relative energy (zero: lowest compared OMol25 entry of this formula, charge and spin), the calculation gives 49.1 kcal/mol. The SMILES is [H]/N=C(\S)[C@@H]1Cc2ccccc2N1. Its total charge is 0. The calculation puts the orbital gap at 8.791 eV. Its max |F| is 0.108 hartree/bohr. The LUMO energy is 0.0196 Eh. As for the HOMO energy: -0.3035 Ha.

CARTESIAN COORDINATES (ANGSTROEM)
C (2.02, -0.94, 0.39)
H (-1.44, -2.11, 1.49)
H (-2.03, 0.17, -0.08)
C (-0.78, 2.19, -0.42)
C (-1.29, -0.23, -0.71)
C (-0.54, 0.98, -1.26)
H (-0.07, 3.78, 0.44)
N (0.80, 0.47, -1.27)
H (2.79, -2.30, 1.95)
H (0.76, -3.23, 2.31)
H (-1.65, -0.96, -1.52)
C (0.72, -2.47, 1.59)
C (-0.47, -1.94, 1.14)
C (-0.31, -0.98, 0.17)
S (-2.76, 2.58, -0.49)
N (0.21, 2.85, 0.08)
H (-2.48, 2.51, -1.79)
C (0.94, -0.42, -0.14)
H (2.97, -0.33, 0.19)
H (1.50, 1.18, -1.19)
H (-0.81, 1.10, -2.29)
C (1.90, -1.91, 1.41)

# 6
ORCA calculation (ωB97M-V/def2-TZVPD) on a single C9H10N4 molecule at a distorted geometry.

The energy is -567.828648 hartree. For the relative energy (zero: lowest compared OMol25 entry of this formula, charge and spin), the calculation gives 109.8 kcal/mol. Its total charge is 0. The calculation puts the orbital gap (alpha / beta) at 6.140 / 6.142 eV. Its max |F| is 0.088 hartree/bohr. The LUMO energy (alpha / beta) is -0.0435 / -0.0435 Eh. As for the HOMO energy (alpha / beta): -0.2691 / -0.2692 Ha.

CARTESIAN COORDINATES (ANGSTROEM)
H (2.22, -1.61, 0.42)
H (-0.51, 2.49, 0.43)
C (-0.01, -0.54, -1.99)
H (1.78, 0.76, 1.20)
H (1.01, 1.20, -0.14)
C (1.87, -0.81, -0.20)
N (-0.69, 0.20, -2.56)
N (1.23, -3.80, -1.98)
C (1.02, -2.70, -1.70)
H (-0.25, -1.11, 1.50)
C (0.84, -1.38, -1.28)
C (1.14, 0.33, 0.49)
C (2.95, -0.26, -1.03)
C (-2.40, 0.39, 1.76)
H (-2.65, 1.31, 2.30)
H (-2.23, -0.37, 2.39)
N (3.69, 0.12, -1.81)
N (-1.18, 0.57, 0.92)
C (-0.17, -0.20, 1.03)
C (-1.25, 1.73, 0.03)
H (-1.05, 1.39, -0.95)
H (-3.14, 0.16, 1.01)
H (-2.22, 2.13, 0.15)

# 7
ORCA calculation (ωB97M-V/def2-TZVPD) on a single C9H10N4S molecule at a distorted geometry.

The energy is -966.050796 hartree. For the relative energy (zero: lowest compared OMol25 entry of this formula, charge and spin), the calculation gives 80.1 kcal/mol. The SMILES is C=N/N=C/Nc1ccccc1NC=S. Its total charge is 0. The calculation puts the orbital gap at 8.077 eV. Its max |F| is 0.076 hartree/bohr. The LUMO energy is 0.0033 Eh. As for the HOMO energy: -0.2935 Ha.

CARTESIAN COORDINATES (ANGSTROEM)
N (2.79, -0.78, -0.54)
H (-3.13, -2.18, -0.64)
H (5.62, -1.79, 0.73)
C (-2.82, -1.16, -0.53)
N (4.09, -0.82, -0.28)
C (4.54, -1.50, 0.69)
H (2.06, 1.20, -0.08)
C (1.89, 0.12, -0.40)
C (0.16, 3.00, -0.71)
C (-0.61, -0.02, -0.63)
S (1.15, 4.20, -0.20)
C (-1.29, 1.14, -0.07)
N (0.67, -0.22, -0.98)
C (-3.31, -0.15, 0.30)
H (-1.14, -2.02, -1.36)
H (-2.92, 1.62, 1.24)
N (-0.60, 2.30, 0.18)
C (-1.48, -1.11, -0.90)
H (-4.25, -0.19, 0.90)
H (0.15, 2.76, -1.81)
H (0.84, -1.19, -1.26)
H (-0.70, 2.61, 1.12)
H (3.89, -1.95, 1.51)
C (-2.55, 1.00, 0.47)

# 8
ORCA calculation (ωB97M-V/def2-TZVPD) on an isolated ion of composition C9H10NO5 and charge -1 at a distorted geometry.

The energy is -779.759467 hartree. For the relative energy (zero: lowest compared OMol25 entry of this formula, charge and spin), the calculation gives 30.1 kcal/mol. Its total charge is -1. The calculation puts the orbital gap (alpha / beta) at 4.176 / 5.490 eV. As for the expectation value of S²: 2.0184. Its max |F| is 0.144 hartree/bohr. As for the spin multiplicity: 3. The LUMO energy (alpha / beta) is 0.1096 / 0.0376 Eh. As for the HOMO energy (alpha / beta): -0.0439 / -0.1641 Ha.

CARTESIAN COORDINATES (ANGSTROEM)
H (2.20, 0.03, -1.38)
H (-1.96, 2.83, -1.38)
O (2.08, -2.16, -2.74)
C (-1.30, 1.06, -0.31)
H (0.14, -0.80, -2.86)
O (1.24, -3.11, -0.89)
H (-0.99, -1.15, 3.08)
H (1.46, -1.64, 2.06)
H (-3.30, 2.29, -0.41)
C (-0.68, 0.40, 2.12)
C (1.36, -0.52, -1.12)
C (-0.90, 0.73, 0.86)
O (-1.51, -0.34, 2.84)
H (1.23, 1.04, 2.36)
O (0.38, 0.78, 2.88)
C (1.61, -2.14, -1.60)
H (0.95, -2.32, 0.40)
N (1.23, -1.54, 1.08)
O (1.92, 0.66, 0.78)
C (-2.20, 2.39, -0.39)
H (-1.96, 3.21, 0.37)
C (0.10, -0.28, -1.96)
H (-1.63, 0.59, -2.47)
C (1.49, -0.43, 0.32)
C (-0.96, 0.44, -1.63)

# 9
ORCA calculation (ωB97M-V/def2-TZVPD) on C9H10NO6Ru as an isolated structure at a distorted geometry.

The energy is -949.007956 hartree. For the relative energy (zero: lowest compared OMol25 entry of this formula, charge and spin), the calculation gives 100.8 kcal/mol. Its total charge is +2. The calculation puts the orbital gap (alpha / beta) at 7.405 / 5.227 eV. As for the expectation value of S²: 8.7734. Its max |F| is 0.201 hartree/bohr. As for the spin multiplicity: 6. The LUMO energy (alpha / beta) is -0.2521 / -0.4744 Eh. As for the HOMO energy (alpha / beta): -0.5242 / -0.6665 Ha.

CARTESIAN COORDINATES (ANGSTROEM)
H (2.96, 1.33, 2.31)
O (-0.99, -2.31, -1.68)
H (-0.77, 3.96, 1.79)
C (-0.85, 2.88, 1.87)
H (0.73, 4.55, 3.60)
C (-1.41, 0.02, 1.25)
N (1.38, 2.64, 2.94)
C (0.53, 2.31, 2.01)
C (1.20, 1.77, -4.20)
O (0.98, 1.37, 1.19)
H (1.22, -0.03, -1.09)
H (3.48, 2.81, 3.15)
C (-0.78, 1.20, -1.24)
C (2.72, 2.02, 3.12)
O (-1.21, 1.91, -2.03)
Ru (-0.01, 0.00, 0.00)
O (1.84, -1.93, 1.47)
C (0.96, 3.56, 4.03)
H (2.74, 1.47, 4.07)
H (1.75, 3.68, 4.77)
O (1.91, 1.90, -5.07)
H (-1.42, 2.61, 2.77)
C (1.12, -1.20, 0.93)
C (-0.65, -1.43, -1.02)
H (0.08, 3.15, 4.53)
O (-2.26, 0.04, 2.03)
H (-1.39, 2.52, 0.99)

# 10
ORCA calculation (ωB97M-V/def2-TZVPD) on a single C9H10O molecule at a distorted geometry.

The energy is -424.011617 hartree. For the relative energy (zero: lowest compared OMol25 entry of this formula, charge and spin), the calculation gives 65.4 kcal/mol. The SMILES is Cc1ccc#cc1[C@@H](C)O. Its total charge is 0. The calculation puts the orbital gap at 9.252 eV. Its max |F| is 0.097 hartree/bohr. The LUMO energy is 0.0092 Eh. As for the HOMO energy: -0.3308 Ha.

CARTESIAN COORDINATES (ANGSTROEM)
C (0.17, 0.31, 0.08)
C (-0.13, 1.63, 0.18)
C (1.63, -0.22, -0.18)
C (-2.30, 0.16, 0.45)
C (-1.09, -1.94, 0.02)
H (3.32, 0.50, -1.03)
C (-1.02, -0.47, 0.17)
H (1.82, 1.41, -1.58)
H (3.11, -0.86, 0.99)
H (-3.46, 2.00, 0.59)
C (-2.54, 1.59, 0.49)
H (-3.25, -0.34, 0.42)
C (-1.29, 2.16, 0.30)
C (2.38, 0.89, -0.81)
H (-0.44, -2.52, 0.63)
H (1.45, -1.01, -0.92)
O (2.13, -0.64, 1.05)
H (-1.00, -2.05, -1.04)
H (2.63, 1.53, -0.01)
H (-2.14, -2.12, 0.18)